No. 1
The following is a DFT calculation (ωB97M-V/def2-TZVPD) of a single C3H2N4O molecule in a non-equilibrium geometry.

Cartesian coordinates (Å):
O1 2.117 -0.260 0.446
C1 0.902 -0.061 0.085
C2 0.408 1.215 -0.005
N1 -0.816 1.593 -0.011
N2 -1.481 0.584 -0.114
N3 -1.457 -0.318 0.835
N4 -1.151 -1.500 0.173
C3 -0.073 -1.198 -0.496
H1 1.027 2.132 -0.064
H2 0.525 -2.187 -0.849

Calculated values
orbital gap	0.29321	Ha
SMILES string	O=c1cnnnnc1
energy relative to the best compared isomer or geometry (same formula, charge and spin)	130.4	kcal/mol
DFT total energy	-409.52034	Ha
E_LUMO	-2.178	eV
HOMO energy	-10.157	eV


No. 2
The following is a DFT calculation (ωB97M-V/def2-TZVPD) of a single C3H6N2O3 molecule in a non-equilibrium geometry.

Cartesian coordinates (Å):
N1 -1.966 0.783 0.781
C1 -1.375 -0.164 0.021
O1 -1.811 -1.245 -0.241
O2 -0.294 0.525 -0.780
C2 0.604 -0.403 -1.389
N2 1.684 -0.693 -0.521
C3 1.743 -0.524 0.734
O3 1.526 0.606 1.428
H1 -1.561 1.703 0.813
H2 -2.965 0.721 0.887
H3 0.070 -1.339 -1.608
H4 1.000 0.043 -2.311
H5 2.488 -1.136 1.241
H6 0.857 1.123 0.946

Calculated values
orbital gap	0.35543	Ha
SMILES string	NC(=O)OC/N=C\O
energy relative to the best compared isomer or geometry (same formula, charge and spin)	49.7	kcal/mol
DFT total energy	-453.12187	Ha
E_LUMO	0.486	eV
HOMO energy	-9.186	eV


No. 3
The following is a DFT calculation (ωB97M-V/def2-TZVPD) of 2 unconnected molecules or ions with the total composition CH4NO2P in a non-equilibrium geometry.

Cartesian coordinates (Å):
C1 -0.213 -0.371 -0.596
N1 -2.107 0.643 0.809
O1 -1.581 0.936 1.837
O2 -3.272 0.686 0.517
P1 1.116 -0.035 0.468
H1 -0.809 -1.284 -0.468
H2 0.040 -0.066 -1.628
H3 0.611 -0.007 1.826
H4 1.581 1.249 0.373

Calculated values
orbital gap (alpha / beta)	0.32563 / 0.24177	Ha
energy relative to the best compared isomer or geometry (same formula, charge and spin)	156.6	kcal/mol
DFT total energy	-586.87533	Ha
E_LUMO (alpha / beta)	-0.701 / -1.425	eV
HOMO energy (alpha / beta)	-9.562 / -8.004	eV


No. 4
The following is a DFT calculation (ωB97M-V/def2-TZVPD) of a single C10H15PS molecule in a non-equilibrium geometry.

Cartesian coordinates (Å):
C1 -1.396 0.539 -0.277
C2 -2.170 -0.547 0.007
C3 2.870 -0.533 -0.394
C4 1.132 1.181 0.180
C5 1.980 -1.618 -0.958
C6 0.073 0.271 -0.473
C7 1.359 -0.802 1.668
C8 2.139 0.136 0.851
C9 -1.926 1.832 -0.241
C10 -3.602 -0.531 0.437
P1 0.504 -1.311 0.210
S1 -1.412 -2.162 0.117
H1 3.796 -1.069 -0.087
H2 3.261 0.096 -1.235
H3 1.632 1.697 -0.710
H4 0.729 1.902 0.904
H5 1.640 -1.539 -1.958
H6 2.522 -2.534 -0.873
H7 0.232 0.311 -1.590
H8 1.893 -1.492 2.261
H9 2.828 0.768 1.502
H10 -1.230 2.637 -0.288
H11 -2.529 1.994 0.682
H12 -2.524 2.079 -1.197
H13 -4.123 -1.315 -0.034
H14 -3.908 0.459 0.005
H15 -3.769 -0.447 1.492

Calculated values
orbital gap	0.27929	Ha
energy relative to the best compared isomer or geometry (same formula, charge and spin)	50.8	kcal/mol
DFT total energy	-1129.45563	Ha
E_LUMO	0.677	eV
HOMO energy	-6.923	eV


No. 5
The following is a DFT calculation (ωB97M-V/def2-TZVPD) of 18 unconnected molecules or ions with the total composition H36O18 in a non-equilibrium geometry.

Cartesian coordinates (Å):
O1 3.160 3.212 -0.168
H1 3.007 3.509 -1.074
H2 3.606 2.358 -0.280
O2 -0.715 0.453 -1.334
H3 -1.084 1.034 -0.646
H4 -0.113 0.008 -0.650
O3 -0.788 0.897 -6.313
H5 -1.087 0.932 -5.395
H6 0.099 0.533 -6.224
O4 0.809 1.050 2.133
H7 0.106 0.373 2.139
H8 0.403 1.875 1.805
O5 0.416 3.164 0.308
H9 -0.468 3.359 0.600
H10 1.324 3.477 0.346
O6 -1.081 -2.114 -2.320
H11 -0.190 -1.717 -2.185
H12 -1.537 -1.703 -3.055
O7 -2.742 3.732 -0.262
H13 -2.507 2.844 0.009
H14 -3.658 4.000 -0.261
O8 1.779 2.084 -2.908
H15 1.549 1.147 -2.848
H16 1.064 2.464 -2.376
O9 -3.301 0.987 0.711
H17 -3.195 0.012 0.759
H18 -4.138 0.820 0.197
O10 -0.340 -0.274 5.172
H19 -0.389 0.333 5.917
H20 -0.089 0.158 4.346
O11 3.345 0.817 2.327
H21 3.444 1.569 2.909
H22 2.497 0.335 2.340
O12 0.904 -1.321 -0.758
H23 0.313 -1.808 -0.105
H24 1.776 -1.688 -0.542
O13 0.028 -1.443 2.446
H25 -0.705 -1.612 3.061
H26 0.592 -2.227 2.435
O14 2.522 -3.944 -0.095
H27 3.359 -3.437 -0.132
H28 3.000 -4.777 -0.250
O15 -3.273 -2.086 2.834
H29 -2.699 -2.032 2.050
H30 -3.710 -1.234 2.962
O16 -0.330 -3.832 0.112
H31 -0.331 -3.913 -0.870
H32 -0.039 -4.759 0.141
O17 4.370 -1.616 -0.492
H33 4.014 -0.732 -0.313
H34 5.105 -1.721 0.124
O18 -4.598 0.562 -1.893
H35 -4.355 0.579 -2.821
H36 -5.131 1.310 -1.611

Calculated values
orbital gap (alpha / beta)	0.07169 / 0.35637	Ha
<S²>	0.751
energy relative to the best compared isomer or geometry (same formula, charge and spin)	44.0	kcal/mol
total charge	-1
DFT total energy	-1375.81721	Ha
E_LUMO (alpha / beta)	2.196 / 2.219	eV
HOMO energy (alpha / beta)	0.245 / -7.478	eV
multiplicity	2


No. 6
The following is a DFT calculation (ωB97M-V/def2-TZVPD) of 3 unconnected molecules or ions with the total composition C4H14O2S2 in a non-equilibrium geometry.

Cartesian coordinates (Å):
C1 -1.614 -2.958 -2.541
C2 -0.282 -2.312 -2.196
S1 -0.494 -0.488 -2.449
S2 0.918 0.652 -1.436
C3 0.734 0.057 0.322
C4 1.828 -0.850 0.852
H1 -1.886 -2.862 -3.583
H2 -2.348 -2.848 -1.744
H3 -1.394 -4.009 -2.290
H4 0.509 -2.530 -2.908
H5 0.019 -2.548 -1.201
H6 0.716 0.965 0.911
H7 -0.262 -0.375 0.283
H8 1.592 -1.912 0.849
H9 1.979 -0.513 1.882
H10 2.810 -0.697 0.410
O1 1.039 1.205 4.863
H11 0.669 0.853 5.672
H12 1.813 1.755 4.973
O2 -2.473 3.926 4.419
H13 -2.237 3.386 3.656
H14 -3.276 4.378 4.143

Calculated values
orbital gap	0.31853	Ha
SMILES string	CCSSCC.O.O
energy relative to the best compared isomer or geometry (same formula, charge and spin)	18.9	kcal/mol
DFT total energy	-1107.62002	Ha
E_LUMO	0.638	eV
HOMO energy	-8.029	eV


- Among the records above, which one has the highest energy relative to the best compared isomer or geometry (same formula, charge and spin)?
  CH4NO2P